(i)
22
Properties=species:S:1:pos:R:3 method="wB97M-V/def2-TZVPD" charge=0 smiles=CC(C)[C@H](C)N.O
C -1.26 -1.42 0.24
C 0.19 -1.03 0.55
C 0.26 -0.37 1.91
C 0.84 -0.26 -0.61
C 2.20 0.37 -0.29
N -0.09 0.76 -1.15
H -1.33 -1.99 -0.70
H -1.88 -0.53 0.15
H -1.65 -2.11 1.00
H 0.72 -1.99 0.65
H 1.28 -0.09 2.19
H -0.29 0.59 1.93
H -0.19 -1.00 2.67
H 1.00 -0.98 -1.42
H 3.00 -0.36 -0.24
H 2.44 1.06 -1.09
H 2.24 0.91 0.65
H -0.11 1.52 -0.47
H 0.36 1.17 -1.96
O -2.68 2.16 -1.64
H -2.96 2.20 -0.70
H -2.08 1.39 -1.67

***

(ii)
22
Properties=species:S:1:pos:R:3 method="wB97M-V/def2-TZVPD" charge=0 smiles=CC(C)N.CCO
C -1.58 -1.15 0.53
C -0.47 -1.48 -0.45
C -0.42 -2.98 -0.74
N -0.59 -0.77 -1.72
H -1.43 -1.67 1.48
H -1.61 -0.08 0.73
H -2.55 -1.47 0.13
H 0.48 -1.18 -0.01
H 0.41 -3.21 -1.41
H -0.29 -3.56 0.18
H -1.34 -3.30 -1.23
H -0.65 0.23 -1.56
H -1.44 -1.05 -2.20
C 1.73 2.70 -0.17
C 1.07 2.54 1.18
O 0.77 1.15 1.37
H 0.99 2.66 -0.96
H 2.24 3.66 -0.25
H 2.45 1.89 -0.35
H 0.15 3.12 1.21
H 1.73 2.89 1.99
H 0.36 1.07 2.24

***

(iii)
22
Properties=species:S:1:pos:R:3 method="wB97M-V/def2-TZVPD" charge=0 smiles=CCNC(C)C.O
C -2.39 0.20 1.78
C -1.13 1.07 2.02
N 0.06 0.65 1.33
C 0.04 0.60 -0.12
C -0.58 1.91 -0.65
C 1.45 0.42 -0.65
H -2.39 -0.26 0.80
H -2.38 -0.65 2.48
H -3.33 0.70 1.95
H -0.95 0.99 3.10
H -1.38 2.11 1.85
H 0.49 -0.14 1.79
H -0.68 -0.16 -0.47
H -0.20 2.11 -1.66
H -0.15 2.72 -0.04
H -1.66 1.92 -0.74
H 1.58 0.17 -1.69
H 1.84 -0.36 0.03
H 2.01 1.31 -0.40
O 3.11 -5.36 -3.31
H 2.73 -5.11 -4.16
H 3.93 -4.86 -3.27

***

(iv)
22
Properties=species:S:1:pos:R:3 method="wB97M-V/def2-TZVPD" charge=0 smiles=CC(C)[C@H](C)N.O
C -0.54 -0.20 1.92
C 0.36 -0.43 0.67
C 1.65 0.41 0.97
C -0.05 -0.42 -0.81
C 1.13 -0.82 -1.80
N -0.61 0.96 -1.29
H -1.51 -0.61 1.81
H -0.63 0.91 2.23
H -0.04 -0.74 2.74
H 0.74 -1.46 0.80
H 2.49 0.14 0.40
H 1.37 1.45 0.78
H 1.93 0.35 2.07
H -0.86 -1.11 -0.94
H 1.68 -1.72 -1.58
H 0.78 -0.94 -2.87
H 1.90 0.02 -1.79
H -0.34 1.61 -0.51
H -0.18 1.41 -2.15
O -3.01 0.15 0.10
H -3.88 0.60 -0.11
H -2.37 0.46 -0.64

***

Energy ordering: (i) at the bottom, the next structure 0.404 eV above.

***

(i)
22
Properties=species:S:1:pos:R:3 method="wB97M-V/def2-TZVPD" charge=0 smiles=CC[C@H](C)NC.O
C -0.83 -1.14 2.40
C -0.19 -1.04 0.94
C -0.25 0.41 0.30
C -1.65 0.98 0.05
N 0.57 0.33 -1.03
C 0.56 1.53 -1.77
H -0.29 -0.34 2.97
H -1.89 -1.11 2.44
H -0.55 -2.09 2.77
H -0.66 -1.92 0.23
H 0.84 -1.38 1.15
H 0.26 1.05 1.01
H -1.62 2.10 -0.07
H -2.52 0.67 0.79
H -2.05 0.65 -0.94
H 0.05 -0.46 -1.52
H -0.35 1.60 -2.32
H 0.78 2.27 -1.10
H 1.31 1.61 -2.70
O 2.70 -1.60 -1.45
H 2.38 -0.60 -1.33
H 3.41 -1.53 -0.82

***

(ii)
22
Properties=species:S:1:pos:R:3 method="wB97M-V/def2-TZVPD" charge=0 smiles=CCN(C)CC.O
C -0.98 2.16 1.75
C -0.53 1.50 0.47
N 0.43 0.45 0.72
C -0.20 -0.82 1.18
C 1.10 0.15 -0.54
C 2.02 -1.06 -0.72
H -1.83 2.84 1.59
H -1.35 1.34 2.37
H -0.26 2.79 2.26
H -1.42 1.24 -0.14
H -0.17 2.25 -0.27
H -0.70 -1.25 0.31
H -0.90 -0.69 2.00
H 0.62 -1.47 1.47
H 1.69 1.03 -0.81
H 0.36 0.04 -1.36
H 2.97 -0.94 -0.20
H 1.58 -2.02 -0.46
H 2.26 -1.05 -1.79
O -1.42 -1.84 -2.48
H -1.45 -2.75 -2.16
H -1.34 -1.21 -1.79

***

(iii)
22
Properties=species:S:1:pos:R:3 method="wB97M-V/def2-TZVPD" charge=0 smiles=CCCCCN.O
C -1.67 -1.90 1.07
C -1.09 -0.53 1.42
C -0.19 0.03 0.32
C 0.35 1.40 0.67
C 1.56 1.82 -0.14
N 1.22 2.15 -1.52
H -2.65 -1.76 0.64
H -1.74 -2.60 1.91
H -1.05 -2.43 0.34
H -1.91 0.18 1.57
H -0.51 -0.48 2.35
H -0.78 0.02 -0.60
H 0.59 -0.70 0.14
H 0.68 1.38 1.72
H -0.42 2.17 0.54
H 2.30 1.02 -0.14
H 2.02 2.68 0.34
H 0.29 2.09 -1.87
H 1.91 2.67 -2.03
O 0.21 -2.23 -1.96
H -0.20 -2.95 -2.44
H 1.07 -2.03 -2.32

***

(iv)
22
Properties=species:S:1:pos:R:3 method="wB97M-V/def2-TZVPD" charge=0 smiles=CC(C)N(C)C.O
C -1.53 -0.57 0.39
C 0.06 -0.37 0.33
C 0.72 -1.50 1.24
N 0.35 -0.39 -1.10
C 0.81 0.98 -1.51
C -0.39 -1.18 -1.99
H -1.86 -1.51 0.31
H -2.27 0.05 -0.07
H -2.03 -0.43 1.46
H 0.29 0.60 0.72
H -0.13 -2.20 1.53
H 1.51 -1.93 0.59
H 1.40 -1.16 2.05
H 0.82 1.68 -0.70
H 1.69 0.78 -2.05
H 0.40 1.34 -2.53
H -0.34 -2.26 -1.94
H -0.22 -0.88 -2.94
H -1.46 -1.20 -1.74
O 0.20 2.58 2.12
H -0.58 2.26 2.53
H 0.76 2.73 2.85

***

Energy ordering: (iii) at the bottom, the next structure 0.559 eV above.

***

(i)
22
Properties=species:S:1:pos:R:3 method="wB97M-V/def2-TZVPD" charge=0 smiles=CCN(C)CC.O
C 0.70 0.80 -1.57
C -0.83 0.64 -1.27
N -1.30 -0.49 -0.45
C -0.44 -1.64 -0.51
C -1.62 -0.05 0.96
C -0.45 0.67 1.62
H 1.35 0.45 -0.77
H 0.93 0.11 -2.40
H 0.97 1.82 -1.82
H -1.32 0.61 -2.25
H -1.17 1.56 -0.79
H -0.92 -2.45 0.05
H 0.57 -1.54 -0.07
H -0.34 -1.95 -1.54
H -1.98 -0.93 1.50
H -2.43 0.68 0.85
H -0.78 1.22 2.50
H 0.11 1.36 0.98
H 0.24 -0.09 2.03
O 3.05 -0.51 0.72
H 3.49 -0.13 1.48
H 2.18 -0.14 0.76

***

(ii)
22
Properties=species:S:1:pos:R:3 method="wB97M-V/def2-TZVPD" charge=0 smiles=CCN(C)CC.O
C 0.87 1.62 -1.67
C 1.58 1.65 -0.29
N 0.95 0.82 0.74
C 1.14 -0.66 0.63
C -0.36 1.27 1.22
C -1.51 0.59 0.57
H -0.10 2.14 -1.48
H 0.76 0.64 -2.11
H 1.36 2.28 -2.39
H 2.56 1.37 -0.36
H 1.52 2.70 0.01
H 1.03 -1.20 1.53
H 0.41 -1.00 -0.13
H 2.11 -0.75 0.24
H -0.56 1.21 2.36
H -0.31 2.47 1.14
H -2.39 1.32 0.41
H -1.48 0.03 -0.33
H -2.05 -0.22 1.24
O -1.90 -5.68 -0.76
H -1.10 -5.10 -0.57
H -2.51 -5.49 0.00

***

Energy ordering: (i) at the bottom, the next structure 0.996 eV above.

***

(i)
25
Properties=species:S:1:pos:R:3 method="wB97M-V/def2-TZVPD" charge=+1
C 0.45 1.39 0.07
C -0.66 -0.95 -0.29
C 2.78 0.04 -1.24
C 2.69 -1.15 0.97
C -2.35 -0.08 1.32
C -2.81 0.23 -1.09
N -1.00 1.43 -0.05
N 0.92 0.14 0.29
N 2.18 -0.17 0.13
N -1.72 0.25 -0.04
O 1.14 2.34 0.17
O -0.94 -2.07 -0.38
H 2.18 -0.34 -2.00
H 2.80 1.06 -1.44
H 3.92 -0.22 -1.12
H 3.46 -0.66 1.70
H 1.98 -1.50 1.59
H 3.17 -1.96 0.41
H -3.24 0.53 1.54
H -2.83 -1.11 1.14
H -1.50 0.12 2.03
H -3.24 1.14 -1.10
H -2.52 -0.06 -2.12
H -3.41 -0.70 -0.74
H -1.47 2.30 0.23

***

(ii)
25
Properties=species:S:1:pos:R:3 method="wB97M-V/def2-TZVPD" charge=+1
C -0.60 -0.43 0.56
C -0.69 -1.91 0.28
C -3.20 2.02 -0.27
C 3.13 -0.41 0.64
C 1.95 0.41 -1.44
C 0.74 0.25 0.72
N -2.93 -1.61 -0.12
N -1.61 0.30 0.24
N -2.18 1.37 0.42
N 1.82 -0.43 -0.07
O 0.30 -2.65 0.19
O -1.86 -2.41 0.02
H -4.22 1.56 -0.16
H -3.32 2.99 0.19
H -2.99 2.23 -1.29
H 3.44 0.57 0.93
H 3.06 -0.97 1.65
H 3.78 -0.85 -0.07
H 2.39 -0.27 -2.15
H 0.99 0.61 -1.92
H 2.64 1.23 -1.31
H 0.93 0.10 1.89
H 0.53 1.30 0.52
H -3.42 -1.48 0.73
H 1.33 -1.54 -0.18

***

Energy ordering: (i) at the bottom, the next structure 1.613 eV above.

***

(i)
13
Properties=species:S:1:pos:R:3 method="wB97M-V/def2-TZVPD" charge=-1
C -0.78 1.80 -0.36
C 0.70 -0.07 0.20
C -0.67 0.47 0.11
O -4.08 0.65 0.58
O 0.13 2.39 -0.88
O -3.02 -1.36 -0.44
P -3.85 -0.83 0.71
H -1.68 2.37 -0.28
H 0.91 -0.27 1.33
H 0.78 -1.00 -0.42
H 1.38 0.66 -0.15
H -1.09 0.46 1.20
H -1.37 -0.25 -0.28

***

(ii)
13
Properties=species:S:1:pos:R:3 method="wB97M-V/def2-TZVPD" charge=-1
C -0.20 -0.04 0.01
C -0.61 1.35 0.04
C -1.04 -1.24 -0.22
O 2.29 -1.58 -0.46
O 2.90 2.06 -0.20
O 0.69 -0.23 1.22
P 1.66 -0.29 -0.14
H -1.07 1.51 -0.86
H 0.23 1.91 0.20
H -1.15 1.48 1.10
H -0.39 -2.10 -0.17
H -1.53 -1.36 -1.13
H -1.77 -1.46 0.61

***

(iii)
13
Properties=species:S:1:pos:R:3 method="wB97M-V/def2-TZVPD" charge=-1 smiles="C[P@](=O)([O-])CC=O"
C -0.43 1.43 -0.67
P -1.10 -0.23 -0.14
O -1.15 -1.30 -1.16
O -2.31 -0.06 0.67
C 0.38 -0.56 1.00
C 1.40 -1.08 0.09
O 2.39 -0.47 -0.24
H -0.09 1.98 0.25
H 0.39 1.33 -1.40
H -1.30 1.96 -1.11
H 0.04 -1.39 1.65
H 0.62 0.40 1.51
H 1.16 -2.02 -0.45

***

Energy ordering: (iii) at the bottom, the next structure 0.990 eV above.

***

(i)
19
Properties=species:S:1:pos:R:3 method="wB97M-V/def2-TZVPD" charge=+1
O -27.60 13.29 35.82
H -27.85 14.04 35.52
H -28.35 12.99 36.32
H -27.63 12.54 35.10
O -28.09 14.55 38.39
H -27.92 14.08 39.17
H -29.11 14.61 38.30
O -29.56 11.90 37.27
H -30.47 12.15 37.61
H -29.73 10.95 37.42
O -27.27 11.86 33.44
H -27.87 11.36 33.00
H -26.72 12.11 32.84
O -28.78 15.30 34.45
H -29.67 15.09 34.63
H -28.77 15.79 33.51
O -26.64 10.21 35.91
H -27.44 9.65 35.49
H -26.54 10.70 35.17

***

(ii)
19
Properties=species:S:1:pos:R:3 method="wB97M-V/def2-TZVPD" charge=+1
O 0.24 1.44 -1.28
H 0.62 2.10 -1.88
H 0.85 0.69 -1.25
O -0.32 2.67 1.48
H -0.59 3.59 1.56
H -0.14 2.52 0.55
O -1.02 0.50 2.72
H -0.85 1.45 2.54
H -1.01 0.38 3.68
O 1.22 -1.51 -0.46
H 2.17 -1.59 -0.38
H 0.99 -1.64 -1.42
O 0.46 -1.93 -2.96
H -0.43 -1.66 -3.21
H 0.82 -2.41 -3.71
O -0.84 -1.09 0.88
H 0.11 -1.18 0.48
H -1.34 -1.92 0.97
H -0.95 -0.41 1.69

***

Energy ordering: (ii) at the bottom, the next structure 3.232 eV above.

***

(i)
19
Properties=species:S:1:pos:R:3 method="wB97M-V/def2-TZVPD" charge=+1
O -1.52 1.17 -0.21
H -2.27 1.69 -0.53
H -1.15 0.75 -1.02
O 1.21 1.58 -0.67
H 1.86 2.27 -0.92
H 0.41 2.13 -0.62
O 2.07 0.22 1.61
H 1.99 0.46 0.67
H 2.77 -0.46 1.68
O -1.12 -2.14 0.31
H -1.51 -2.99 0.04
H -1.29 -1.55 -0.46
O -0.39 -0.66 -1.85
H 0.49 -0.26 -1.91
H -0.20 -1.50 -2.26
O -0.38 -0.20 1.77
H -0.68 -0.98 1.19
H -0.94 0.50 1.37
H 0.64 -0.03 1.80

***

(ii)
19
Properties=species:S:1:pos:R:3 method="wB97M-V/def2-TZVPD" charge=+1
O 18.54 23.67 49.15
H 18.54 23.91 50.03
H 17.70 23.92 48.65
H 18.82 22.77 49.28
O 16.22 22.64 49.89
H 15.85 21.92 49.18
H 15.64 23.26 49.56
O 16.52 24.41 47.42
H 17.08 24.94 46.71
H 15.91 24.08 46.89
O 18.95 25.48 51.23
H 19.70 25.36 51.91
H 19.58 26.04 50.69
O 18.45 21.06 47.55
H 18.17 20.24 48.06
H 19.48 21.18 47.63
O 19.20 21.64 51.01
H 19.19 20.77 50.95
H 19.06 21.89 51.94

***

Energy ordering: (i) at the bottom, the next structure 2.557 eV above.